Computed, not measured: a structure of composition C32H37ClLuN2Si2 at a distorted geometry, with ωB97M-V with the def2-TZVPD basis set.

XYZ file:
```
75
C32H37ClLuN2Si2, DFT ωB97M-V with the def2-TZVPD basis set
C -2.856 3.800 1.409
C -1.790 3.125 2.077
C -0.568 3.571 1.500
H -1.899 2.503 2.969
C -0.868 4.500 0.457
C -2.285 4.631 0.393
H -2.838 5.296 -0.272
H -3.900 3.808 1.731
H 0.428 3.324 1.867
H -0.148 5.063 -0.145
Lu -1.815 2.375 -0.300
Si -1.111 -2.418 0.044
C -0.625 -3.119 1.692
C -0.286 -4.485 1.727
H -0.358 -5.078 0.804
C 0.143 -5.072 2.922
H 0.363 -6.139 2.957
C 0.270 -4.304 4.086
H 0.600 -4.766 5.012
C -0.056 -2.949 4.052
H 0.052 -2.356 4.959
C -0.557 -2.366 2.885
H -0.912 -1.331 2.930
C -0.092 -0.797 -0.218
C 0.378 0.056 0.792
H 0.200 -0.098 1.852
C 1.370 1.068 0.390
H 2.119 1.458 1.102
C 0.955 1.871 -0.772
H 1.284 2.911 -0.922
C 0.319 1.085 -1.784
H -0.100 1.507 -2.710
C 0.368 -0.342 -1.542
H 0.370 -1.020 -2.402
H -2.457 -1.857 0.232
Si 2.199 0.203 -1.042
C 3.668 0.548 -2.223
C 5.001 0.227 -1.902
H 5.240 -0.183 -0.913
C 6.038 0.402 -2.837
H 7.054 0.094 -2.572
C 5.768 0.910 -4.113
H 6.581 1.038 -4.832
C 4.444 1.206 -4.457
H 4.161 1.529 -5.466
C 3.418 1.046 -3.517
H 2.386 1.291 -3.784
C 2.869 -1.469 -0.365
C 3.255 -1.511 0.970
H 3.441 -0.589 1.528
C 3.360 -2.747 1.621
H 3.636 -2.752 2.674
C 3.103 -3.932 0.937
H 3.119 -4.879 1.476
C 2.789 -3.885 -0.421
H 2.615 -4.806 -0.972
C 2.689 -2.657 -1.082
H 2.445 -2.641 -2.149
H -1.403 -3.400 -0.942
Cl -2.442 0.757 -2.218
N -3.968 2.992 -1.202
C -5.186 2.103 -1.273
C -5.551 1.479 0.055
C -4.614 0.374 0.498
N -3.272 0.861 0.947
H -3.618 3.059 -2.171
H -4.259 3.944 -0.976
H -6.009 2.703 -1.675
H -4.946 1.312 -1.993
H -5.688 2.235 0.835
H -6.537 1.017 -0.117
H -5.082 -0.150 1.335
H -4.466 -0.344 -0.312
H -3.338 1.097 1.952
H -2.599 0.064 0.926
```

Computed properties:
ΔE to the lowest compared entry with this formula, charge and spin (kcal per mole): 0.0
Largest force on an atom (eV/A): 5.4
Energy (Ha): -3625.6195
Charge: +1
LUMO (eV): -2.7
HOMO (eV): -10.36